DFT (ωB97M-V/def2-TZVPD) results for an isolated ion of composition CH4N3O2 and charge +1.

The frontier orbital gap (spin up / spin down) is 8.488 / 8.487 eV. The relative energy (zero: lowest compared OMol25 entry of this formula, charge and spin) is 58.0 kcal/mol. The total energy is -9654.450 eV. As for the LUMO energy (spin up / spin down): -6.77 / -6.56 eV.

Geometry as ORCA input:
```
! wB97M-V def2-TZVPD RIJCOSX def2/J DEFGRID3
* xyz 1 1
N 0.409 1.253 0.001
C 1.036 0.057 0.005
N 2.358 0.061 -0.231
O 3.395 -0.132 0.351
N 0.300 -1.163 0.128
O -1.034 -0.991 -0.056
H 0.909 2.212 -0.036
H -0.631 1.296 0.145
H 0.875 -1.952 0.064
H -1.383 -1.589 -0.686
*
```

Atom charges from the Löwdin analysis, given in e for atoms 1 to 4:
1. N 0.214
2. C -0.262
3. N 0.075
4. O 0.203


DFT (ωB97M-V/def2-TZVPD) results for one molecule with the formula C5H11NO.

The frontier orbital gap is 10.434 eV. The relative energy (zero: lowest compared OMol25 entry of this formula, charge and spin) is 6.9 kcal/mol. The total energy is -8901.396 eV. As for the LUMO energy: 0.88 eV.

Geometry as ORCA input:
```
! wB97M-V def2-TZVPD RIJCOSX def2/J DEFGRID3
* xyz 0 1
C 2.738 0.494 -0.189
N 1.528 -0.262 -0.459
C 0.486 -0.120 0.422
O 0.672 0.070 1.612
C -0.899 -0.109 -0.214
C -1.572 -1.474 -0.091
C -1.696 1.028 0.425
H 2.470 1.504 0.149
H 3.318 0.569 -1.112
H 3.346 0.027 0.588
H 1.270 -0.353 -1.429
H -0.773 0.125 -1.279
H -1.734 -1.730 0.960
H -0.949 -2.257 -0.539
H -2.537 -1.474 -0.606
H -2.676 1.132 -0.050
H -1.827 0.849 1.495
H -1.165 1.981 0.317
*
```

Atom charges from the Löwdin analysis, given in e for atoms 1 to 4:
1. C -0.082
2. N 0.003
3. C -0.496
4. O 0.070


DFT (ωB97M-V/def2-TZVPD) results for C19H15N4O2Os as an isolated structure.

The frontier orbital gap is 6.021 eV. The relative energy (zero: lowest compared OMol25 entry of this formula, charge and spin) is 0.0 kcal/mol. The total energy is -32462.097 eV. As for the LUMO energy: -4.99 eV.

Geometry as ORCA input:
```
! wB97M-V def2-TZVPD RIJCOSX def2/J DEFGRID3
* xyz 1 1
Os 0.761 0.348 -0.204
O 3.401 -1.603 4.241
C 4.337 -1.384 3.313
C 5.664 -1.595 3.694
C 6.685 -1.392 2.795
C 6.426 -0.972 1.486
C 5.129 -0.759 1.097
C 4.062 -0.957 1.994
C 2.716 -0.715 1.538
O 2.536 -0.334 0.285
N 1.674 -0.920 2.330
N 0.547 -0.608 1.642
C -0.634 -0.879 2.056
C -1.703 -0.476 1.155
C -3.042 -0.684 1.418
C -3.987 -0.269 0.491
C -3.556 0.331 -0.678
C -2.199 0.502 -0.893
N -1.285 0.120 0.006
H 2.517 -1.437 3.861
H 5.855 -1.920 4.707
H 7.707 -1.562 3.110
H 7.238 -0.819 0.790
H 4.901 -0.436 0.092
H -0.815 -1.372 3.004
H -3.334 -1.168 2.340
H -5.041 -0.417 0.680
H -4.254 0.667 -1.431
H -1.823 0.960 -1.796
N 0.784 1.640 -1.288
C 0.568 2.749 -2.085
C 0.922 2.672 -3.432
C 0.677 3.765 -4.245
C 0.102 4.914 -3.716
C -0.236 4.983 -2.369
C -0.005 3.900 -1.542
H 1.375 1.768 -3.816
H 0.942 3.724 -5.293
H -0.080 5.765 -4.358
H -0.676 5.884 -1.965
H -0.246 3.927 -0.487
*
```

Atom charges from the Löwdin analysis, given in e for atoms 1 to 4:
1. Os 1.491
2. O 0.090
3. C -0.249
4. C 0.004


DFT (ωB97M-V/def2-TZVPD) results for C26H28ClN3O9PbS3 as an isolated structure.

The frontier orbital gap is 7.384 eV. The relative energy (zero: lowest compared OMol25 entry of this formula, charge and spin) is 20.5 kcal/mol. The total energy is -100586.979 eV. As for the LUMO energy: 4.14 eV.

Geometry as ORCA input:
```
! wB97M-V def2-TZVPD RIJCOSX def2/J DEFGRID3
* xyz -2 1
Pb 1.268 -0.444 1.092
C 2.909 2.858 -2.911
C 3.375 2.156 -1.607
C 4.016 0.922 -1.738
C 4.518 0.322 -0.602
C 4.310 0.919 0.656
C 3.527 2.085 0.735
C 3.106 2.710 -0.400
S 4.512 -0.058 2.076
O 4.439 0.874 3.166
O 5.769 -0.860 1.937
N 3.294 -1.043 1.945
C 3.361 -2.228 2.797
C 1.969 -2.971 2.820
O 1.946 -3.941 3.597
O 0.998 -2.488 2.131
H 2.735 3.922 -2.669
H 2.054 2.360 -3.350
H 3.676 2.808 -3.721
H 4.229 0.465 -2.726
H 5.074 -0.632 -0.644
H 3.232 2.443 1.752
H 2.514 3.615 -0.293
H 3.547 -1.908 3.804
H 4.129 -2.912 2.583
O 1.107 1.016 -4.717
Cl 0.737 -0.250 -4.018
O -0.667 -0.552 -4.323
O 1.585 -1.304 -4.443
O 0.850 -0.173 -2.581
S 0.261 0.768 3.192
C 0.319 2.414 2.465
C -0.381 2.752 1.339
C -0.158 3.968 0.723
C 0.657 4.935 1.348
C 1.385 4.621 2.470
C 1.271 3.315 2.976
H -1.113 2.065 0.879
H -0.696 4.231 -0.125
H 0.654 6.023 1.050
H 2.083 5.340 2.938
H 1.975 3.033 3.756
C -5.087 -1.598 1.629
C -3.624 -1.608 1.909
C -2.941 -0.364 1.278
N -2.979 -0.539 -0.206
C -3.090 0.480 -1.090
S -3.218 2.051 -0.658
N -3.159 0.150 -2.408
C -3.423 -1.049 -3.092
O -4.110 -1.057 -4.104
C -2.925 -2.308 -2.448
C -1.547 -2.503 -2.094
C -1.279 -3.566 -1.223
C -2.251 -4.417 -0.779
C -3.565 -4.156 -1.082
C -3.957 -3.117 -1.958
H -5.486 -2.515 2.136
H -5.262 -1.605 0.566
H -5.609 -0.675 2.021
H -3.187 -2.533 1.555
H -3.465 -1.665 3.012
H -1.945 -0.184 1.626
H -3.531 0.488 1.614
H -2.801 -1.454 -0.567
H -3.425 0.920 -3.005
H -0.810 -1.710 -2.371
H -0.311 -3.635 -0.710
H -2.032 -5.257 -0.153
H -4.350 -4.797 -0.620
H -5.012 -2.953 -2.137
*
```

Atom charges from the Löwdin analysis, given in e for atoms 1 to 4:
1. Pb 1.148
2. C -0.035
3. C -0.253
4. C -0.040